# C3H11NS

2 unconnected molecules or ions with the total composition C3H11NS (ωB97M-V/def2-TZVPD, OMol25).

Cartesian coordinates (Å):
C: -0.611 -2.049 0.774
C: 0.803 -1.845 1.285
S: 1.901 -1.471 -0.127
H: -0.655 -2.849 0.032
H: -0.980 -1.132 0.319
H: -1.273 -2.322 1.594
H: 0.837 -1.009 1.978
H: 1.170 -2.742 1.777
H: 2.943 -1.061 0.604
C: -0.125 2.221 -0.867
N: -1.118 2.796 -1.777
H: -0.490 1.387 -0.260
H: 0.240 3.006 -0.205
H: 0.728 1.867 -1.438
H: -1.441 2.094 -2.430
H: -1.928 3.108 -1.257

* E_HOMO: -9.07 eV
* net charge: 0